[1]
14
Properties=species:S:1:pos:R:3:forces:R:3 method="wB97M-V/def2-TZVPD" homo_ev="-8.43 / -8.43" total_charge=0 homo_lumo_gap_ha="0.2878 / 0.2878" lumo_ev="-0.60 / -0.60" relative_energy_kcal_mol=96.0
C -2.05680 -0.79249 0.24243 0.3 -0.3 0.5
O -0.67540 -0.64806 0.18372 1.3 0.6 -0.1
H 0.64354 -0.25641 0.90935 0.0 0.5 -0.9
H -2.57442 0.14260 -0.03181 -0.1 0.0 0.3
H -2.36940 -1.13922 1.24044 -0.3 0.3 -0.1
H -2.41281 -1.56487 -0.45758 0.1 0.0 0.0
N 2.10936 -0.96198 -0.31641 0.3 -0.9 -0.8
N 0.42531 1.97491 0.05084 -0.5 -1.0 -0.5
N 1.61710 0.18674 0.27334 -2.7 -0.4 0.8
N 1.10729 1.00993 -0.56066 0.8 1.1 0.6
H 1.41297 -1.23427 -1.02282 0.6 -0.1 0.2
H 3.04339 -0.82506 -0.69004 -0.2 0.1 -0.1
H -0.16616 1.58771 0.79697 0.2 0.2 0.1
H -0.10396 2.52047 -0.61778 0.1 -0.1 0.0

***

[2]
16
Properties=species:S:1:pos:R:3:forces:R:3 method="wB97M-V/def2-TZVPD" homo_ev=-4.07 total_charge=-1 homo_lumo_gap_ha=0.2765 lumo_ev=3.45 relative_energy_kcal_mol=56.9
C -0.51836 -2.31752 3.46809 2.6 0.4 -4.4
C -0.55423 0.70193 -0.75506 -0.9 -0.2 -0.1
C 0.64884 0.03231 -0.92626 0.4 1.8 -1.0
C -0.82159 -0.33586 1.30560 -0.2 -1.2 1.9
C 0.35229 -1.16410 1.10466 0.7 1.3 -2.3
C 2.44655 -2.13132 -0.56381 0.3 0.4 -0.7
C 0.64619 -2.28175 1.79832 -2.4 -1.3 4.9
N -1.15210 -2.45098 4.40759 -0.9 -0.2 1.4
N -1.25092 0.50607 0.44775 0.0 0.6 -1.6
N 1.11203 -0.82620 -0.00866 -0.3 -0.4 0.4
O 3.43509 -1.75525 -0.05579 1.1 0.3 0.6
O 1.89060 -2.85063 -1.31455 -0.7 -0.5 -0.2
Cl 1.99808 -3.12499 2.41835 0.2 0.3 -0.8
H -1.10802 1.29430 -1.56974 1.3 -0.8 1.5
H 1.37178 0.37863 -1.80775 -1.6 -1.3 1.9
H -1.35402 -0.55918 2.28553 0.4 0.8 -1.4

***

[3]
75
Properties=species:S:1:pos:R:3:forces:R:3 method="wB97M-V/def2-TZVPD" homo_ev=-9.25 total_charge=0 homo_lumo_gap_ha=0.3260 smiles="C#CCCC[Si@@](CCCS(=O)(=O)O)(CC(=O)Cl)CC(=O)Br.FC(F)C(F)(F)COC(F)(F)C(F)F.FC(F)C(F)(F)COC(F)(F)C(F)F" lumo_ev=-0.38
C -0.99721 -2.98007 2.24221 -0.6 0.0 -10.0
C -1.04628 -3.02216 0.82628 0.5 1.1 9.1
C -1.03594 -2.79127 -0.79833 -0.2 -0.5 0.4
C -1.38530 -1.21679 -1.23532 -0.2 -1.2 0.4
C -2.96150 -1.22116 -1.69028 0.6 -0.2 -1.0
Si -3.70344 0.58354 -1.91861 0.3 -1.1 0.6
C -5.62398 0.54676 -1.74191 -1.3 1.0 0.2
C -6.17874 -0.32585 -0.45958 -0.2 -0.4 -0.6
C -7.70147 -0.83521 -0.87720 0.9 1.1 1.6
S -7.46745 -2.43346 -1.85599 1.9 -2.1 -7.0
O -8.47284 -2.52860 -3.04542 2.3 0.3 5.1
O -6.03442 -2.55480 -2.50044 -4.7 0.9 3.5
O -7.59716 -3.76688 -0.78144 -1.0 1.4 -1.9
C -2.83761 1.73378 -0.58263 0.4 -0.2 1.0
C -3.27618 1.33110 0.96374 -1.4 6.7 4.0
O -3.58985 2.33361 1.83052 2.0 -7.0 -5.8
Cl -3.37110 -0.39847 1.63526 0.3 2.1 -1.2
C -3.06550 1.18473 -3.63966 0.5 0.6 -0.1
C -3.52071 2.70323 -4.05407 6.5 2.8 -4.8
O -2.61870 3.43787 -4.76210 -6.3 -4.7 4.9
Br -5.27774 3.57730 -3.67356 1.5 -1.0 -0.2
H -1.07480 -2.90146 3.40990 0.2 -0.4 -3.1
H -0.02012 -3.10608 -1.28812 -1.8 0.5 1.4
H -1.86322 -3.51252 -1.26451 1.8 1.6 1.1
H -0.68795 -0.92051 -2.15787 -1.5 -0.6 2.2
H -1.16179 -0.55051 -0.28435 -0.5 -1.3 -2.2
H -2.98528 -1.68321 -2.79026 -0.1 0.7 2.4
H -3.62577 -1.90420 -1.01166 1.4 1.3 -1.2
H -5.98991 1.66668 -1.55303 0.7 -2.3 -0.4
H -6.13219 0.22908 -2.77408 1.2 0.4 2.3
H -6.15779 0.34578 0.50760 -0.4 -1.4 -2.0
H -5.56604 -1.29594 -0.22668 -1.0 2.0 -0.5
H -8.15301 -0.02341 -1.59079 0.5 -2.1 1.2
H -8.33804 -1.00697 0.09402 1.0 0.0 -2.2
H -8.10850 -4.48880 -1.27472 0.8 1.5 0.6
H -1.66711 1.53880 -0.69044 -2.5 0.5 0.3
H -3.07406 2.87971 -0.77652 0.5 -2.4 0.9
H -3.33494 0.35070 -4.41474 0.2 1.9 1.1
H -1.87414 1.18762 -3.56546 -2.6 0.3 -0.4
F 3.75021 -4.49370 2.94339 0.2 -0.2 0.5
C 4.41252 -4.50443 4.12215 -0.4 -1.1 0.1
F 3.66672 -5.26613 4.96819 0.2 0.3 0.1
C 4.60757 -3.10506 4.69226 -0.5 1.0 0.3
F 3.41724 -2.51899 4.99352 0.3 -0.4 -0.2
F 5.27250 -3.22091 5.88559 0.1 -0.4 -0.5
C 5.42699 -2.15204 3.80989 0.9 0.7 0.2
O 4.67897 -1.25759 2.98270 -0.8 -1.3 -1.1
C 4.23983 -1.79865 1.73788 1.8 0.4 0.9
F 4.85432 -2.98650 1.52736 -0.4 0.6 -0.6
F 4.71596 -0.95757 0.78022 -0.5 -0.4 0.2
C 2.71228 -1.88670 1.63249 -1.2 -0.2 0.1
F 2.18303 -2.64702 2.62466 0.4 0.5 -0.3
F 2.33409 -2.46507 0.46165 0.6 0.2 0.1
H 5.36922 -5.01329 3.97863 0.1 0.2 0.0
H 5.98083 -1.49486 4.49419 -0.4 -0.1 -0.1
H 6.21093 -2.67442 3.24447 -0.4 -0.1 0.1
H 2.25571 -0.89595 1.69008 0.3 0.1 0.0
F 3.41554 4.50937 -1.77704 0.2 0.5 -0.1
C 4.09481 5.60945 -1.38125 -0.5 0.5 -0.9
F 4.44079 6.27033 -2.51955 0.2 0.0 0.3
C 5.33379 5.26510 -0.56414 1.0 -0.6 0.1
F 6.24128 4.57100 -1.30292 -0.5 0.2 0.0
F 5.95742 6.43736 -0.22281 -0.6 -0.1 0.0
C 5.06074 4.50280 0.74070 0.3 0.1 1.1
O 5.21398 3.08247 0.68591 -1.4 -0.3 -1.3
C 4.08171 2.36355 0.19981 0.4 1.2 1.7
F 3.02032 3.20088 0.12756 0.0 -0.9 0.0
F 3.77610 1.45661 1.16691 0.1 0.2 -0.7
C 4.36109 1.63420 -1.12013 0.3 -0.3 -1.0
F 4.75675 2.49240 -2.09459 0.0 -0.3 0.5
F 3.24338 1.01467 -1.58413 0.0 0.2 0.5
H 3.41415 6.25509 -0.82031 0.1 0.0 0.2
H 5.82352 4.83375 1.45871 0.0 -0.2 -0.4
H 4.10879 4.79471 1.20516 0.2 -0.1 -0.4
H 5.14476 0.88316 -0.99697 -0.1 0.1 0.3